(1)
{
  "formula": "C15H30Cl6F6O12P",
  "method": "the ωB97M-V functional and the def2-TZVPD basis",
  "elements": ["P", "F", "F", "F", "F", "F", "F", "C", "O", "C", "O", "O", "C", "H", "H", "H", "H", "H", "H", "C", "O", "C", "O", "O", "C", "H", "H", "H", "H", "H", "H", "C", "O", "C", "O", "O", "C", "H", "H", "H", "H", "H", "H", "C", "O", "C", "O", "O", "C", "H", "H", "H", "H", "H", "H", "C", "Cl", "Cl", "H", "H", "C", "Cl", "Cl", "H", "H", "C", "Cl", "Cl", "H", "H"],
  "xyz": [[17.594, 9.467, -21.695], [16.923, 9.504, -20.167], [17.990, 7.911, -21.244], [16.141, 8.975, -22.337], [18.430, 9.460, -23.143], [17.072, 11.030, -21.870], [18.940, 10.024, -20.837], [6.671, 11.749, -19.481], [7.820, 11.313, -20.272], [9.018, 11.044, -19.727], [9.241, 10.880, -18.496], [9.893, 10.976, -20.720], [11.331, 10.920, -20.556], [6.228, 10.810, -19.148], [5.977, 12.378, -20.038], [7.049, 12.326, -18.637], [11.855, 10.862, -21.509], [11.740, 10.083, -19.990], [11.715, 11.860, -20.158], [12.789, 12.478, -15.748], [14.161, 12.663, -16.178], [15.114, 11.822, -15.965], [15.089, 10.893, -15.103], [16.316, 12.189, -16.590], [16.484, 13.225, -17.502], [12.507, 11.428, -15.824], [12.198, 13.119, -16.403], [12.620, 12.934, -14.773], [15.980, 13.071, -18.457], [17.564, 13.349, -17.581], [16.030, 14.097, -17.033], [14.427, 5.134, -17.616], [14.573, 5.992, -16.508], [13.787, 5.897, -15.399], [14.001, 6.540, -14.351], [12.679, 5.100, -15.635], [11.809, 4.869, -14.546], [13.491, 5.309, -18.146], [14.328, 4.098, -17.293], [15.275, 5.269, -18.287], [10.927, 4.378, -14.958], [11.535, 5.793, -14.038], [12.318, 4.294, -13.771], [19.973, 7.536, -17.228], [20.446, 8.764, -16.767], [19.946, 9.488, -15.717], [18.948, 9.096, -15.104], [20.570, 10.663, -15.636], [21.523, 11.086, -16.655], [20.511, 7.270, -18.138], [18.893, 7.646, -17.327], [20.036, 6.727, -16.499], [20.877, 11.364, -17.488], [22.280, 10.349, -16.925], [21.963, 12.035, -16.350], [15.750, 13.580, -25.118], [13.951, 13.609, -25.001], [16.172, 14.630, -26.520], [16.076, 14.036, -24.183], [16.013, 12.538, -25.303], [22.703, 6.710, -21.977], [21.743, 6.674, -23.434], [24.367, 7.167, -22.380], [22.367, 7.468, -21.269], [22.734, 5.749, -21.463], [16.553, 5.085, -24.733], [17.568, 3.904, -23.788], [15.555, 4.292, -25.978], [15.947, 5.607, -23.993], [17.250, 5.791, -25.185]],
  "e_lumo_ev": 2.09,
  "mol_weight_g_mol": 760.1,
  "homo_energy_ev": -8.0844,
  "total_energy_ev": -141345.333,
  "spin_multiplicity": 1,
  "e_above_lowest_kj_mol": 257.5,
  "charge": -1,
  "fmax_ev_per_a": 5.4
}



(2)
{
  "formula": "C3H6N2",
  "method": "the ωB97M-V functional and the def2-TZVPD basis",
  "elements": ["H", "N", "C", "N", "C", "C", "H", "H", "H", "H", "H"],
  "xyz": [[-2.260, 0.696, -0.740], [-2.106, 0.082, 0.066], [-0.890, -0.268, 0.174], [0.192, 0.109, -0.559], [1.364, -0.692, -0.016], [1.238, 0.781, 0.258], [-0.680, -1.021, 0.960], [1.952, -1.058, -0.853], [1.106, -1.471, 0.631], [1.125, 1.101, 1.288], [1.887, 1.493, -0.336]],
  "e_lumo_ev": 1.12,
  "smiles": "[H]/N=C\\N1CC1",
  "mol_weight_g_mol": 70.1,
  "homo_energy_ev": -9.9502,
  "total_energy_ev": -6186.215,
  "spin_multiplicity": 1,
  "e_above_lowest_kj_mol": 224.8,
  "charge": 0,
  "fmax_ev_per_a": 3.5
}



(3)
{
  "formula": "C16H26N6O5S",
  "method": "the ωB97M-V functional and the def2-TZVPD basis",
  "elements": ["C", "S", "C", "C", "O", "N", "C", "C", "O", "C", "C", "N", "C", "C", "O", "C", "N", "C", "N", "C", "C", "N", "O", "N", "C", "C", "O", "C", "H", "H", "H", "H", "H", "H", "H", "H", "H", "H", "H", "H", "H", "H", "H", "H", "H", "H", "H", "H", "H", "H", "H", "H", "H", "H"],
  "xyz": [[1.328, 4.588, 3.274], [1.886, 3.282, 4.391], [0.470, 2.127, 4.536], [0.787, 0.702, 4.071], [0.026, -0.207, 4.361], [1.885, 0.517, 3.308], [2.297, -0.814, 2.913], [3.090, -1.508, 3.999], [4.266, -0.758, 4.229], [5.028, -1.258, 5.311], [6.246, -0.379, 5.493], [7.137, -0.397, 4.340], [6.971, 0.667, 3.364], [8.002, -1.432, 4.240], [8.049, -2.327, 5.067], [8.926, -1.443, 3.021], [9.966, -2.434, 3.143], [9.893, -3.753, 3.387], [11.096, -4.276, 3.390], [11.894, -3.202, 3.141], [13.386, -3.305, 3.055], [13.831, -4.566, 3.269], [14.100, -2.356, 2.815], [11.252, -2.067, 2.983], [-0.130, 2.161, 5.974], [-1.223, 3.125, 5.483], [-0.951, 4.491, 5.744], [-0.900, 2.671, 4.046], [2.180, 5.262, 3.181], [1.085, 4.200, 2.287], [0.484, 5.136, 3.684], [2.539, 1.281, 3.237], [1.405, -1.397, 2.687], [2.902, -0.734, 2.009], [2.490, -1.566, 4.915], [3.342, -2.530, 3.688], [4.431, -1.249, 6.232], [5.339, -2.290, 5.117], [5.932, 0.654, 5.652], [6.798, -0.717, 6.369], [7.620, 0.523, 2.506], [5.939, 0.687, 3.016], [7.210, 1.633, 3.814], [8.334, -1.626, 2.121], [9.441, -0.493, 2.899], [8.964, -4.264, 3.572], [13.179, -5.303, 3.471], [14.820, -4.737, 3.240], [-0.540, 1.185, 6.224], [0.521, 2.516, 6.772], [-2.239, 2.940, 5.826], [-0.002, 4.589, 5.889], [-0.919, 3.427, 3.265], [-1.523, 1.825, 3.755]],
  "e_lumo_ev": 0.24,
  "smiles": "CS[C@]1(C(=O)NCCOCCN(C)C(=O)Cn2cnc(C(N)=O)n2)C[C@H](O)C1",
  "mol_weight_g_mol": 414.5,
  "homo_energy_ev": -9.1432,
  "total_energy_ev": -47027.535,
  "spin_multiplicity": 1,
  "e_above_lowest_kj_mol": 184.4,
  "charge": 0,
  "fmax_ev_per_a": 0.2
}



(4)
{
  "formula": "C18H27NO11",
  "method": "the ωB97M-V functional and the def2-TZVPD basis",
  "elements": ["C", "C", "C", "C", "C", "C", "O", "C", "C", "O", "N", "O", "C", "O", "C", "C", "C", "O", "H", "H", "H", "H", "H", "H", "H", "H", "H", "H", "H", "H", "H", "H", "H", "C", "O", "C", "O", "O", "C", "H", "H", "H", "H", "H", "H", "C", "O", "C", "O", "O", "C", "H", "H", "H", "H", "H", "H"],
  "xyz": [[-3.266, -0.175, -0.989], [-3.806, -1.405, -0.005], [-4.408, -0.849, 1.440], [-2.740, -2.642, 0.150], [-2.775, -3.458, -1.309], [-1.224, -2.203, 0.593], [-1.190, -0.942, 1.350], [0.171, -0.572, 1.767], [0.547, -0.897, 3.191], [-0.409, -1.559, 4.094], [-0.800, -0.722, 5.087], [-1.841, -0.180, 4.698], [2.084, -0.412, 3.635], [2.876, -1.146, 4.446], [2.530, 1.080, 3.025], [2.156, 1.401, 1.590], [1.282, 0.210, 0.804], [1.444, -0.069, -0.514], [-4.109, 0.202, -1.711], [-2.983, 0.737, -0.280], [-2.262, -0.476, -1.547], [-4.753, -1.854, -0.576], [-3.804, 0.130, 1.748], [-5.546, -0.561, 1.344], [-4.198, -1.621, 2.325], [-3.137, -3.426, 0.942], [-1.743, -3.356, -1.856], [-3.581, -2.978, -2.031], [-3.012, -4.585, -1.085], [-0.478, -2.229, -0.332], [-0.839, -3.052, 1.339], [3.114, 1.879, 3.656], [2.444, 2.416, 1.055], [2.826, -1.274, -2.213], [2.587, -2.058, -3.381], [3.583, -2.930, -3.681], [4.618, -3.081, -3.051], [3.227, -3.604, -4.804], [4.188, -4.563, -5.241], [1.967, -0.614, -2.068], [2.920, -1.915, -1.331], [3.719, -0.655, -2.340], [4.336, -5.336, -4.480], [5.135, -4.075, -5.490], [3.800, -5.041, -6.145], [0.452, 7.907, 1.392], [0.785, 6.526, 1.520], [0.107, 5.707, 0.676], [-0.728, 6.055, -0.144], [0.519, 4.435, 0.903], [-0.115, 3.457, 0.081], [1.053, 8.468, 2.113], [0.691, 8.270, 0.387], [-0.605, 8.072, 1.623], [0.101, 3.643, -0.976], [-1.195, 3.444, 0.260], [0.289, 2.477, 0.348]],
  "e_lumo_ev": -2.34,
  "smiles": "CC(C)[C@@H](C)COC1=C(ON=O)C(=O)C=CC1=O.COC(=O)OC.COC(=O)OC",
  "mol_weight_g_mol": 433.4,
  "homo_energy_ev": -10.3032,
  "total_energy_ev": -43101.847,
  "spin_multiplicity": 1,
  "charge": 0,
  "fmax_ev_per_a": 10.3
}



(5)
{
  "formula": "C24H50ClNO3P2Si2Zr",
  "method": "the ωB97M-V functional and the def2-TZVPD basis",
  "elements": ["Zr", "C", "C", "C", "Si", "C", "C", "Si", "H", "H", "H", "Cl", "C", "C", "C", "C", "H", "H", "H", "H", "H", "H", "H", "H", "H", "H", "H", "H", "C", "C", "P", "H", "H", "P", "H", "H", "C", "C", "C", "C", "C", "H", "C", "H", "H", "H", "H", "H", "H", "H", "C", "C", "H", "H", "H", "H", "H", "H", "H", "C", "C", "H", "H", "H", "H", "H", "H", "C", "C", "H", "H", "H", "H", "H", "H", "H", "C", "H", "H", "H", "O", "N", "O", "O"],
  "xyz": [[0.020, -0.007, 0.014], [-0.208, 1.377, 2.149], [-0.471, 0.050, 2.524], [0.785, -0.585, 2.229], [-2.105, -0.530, 3.144], [1.699, 0.367, 1.709], [1.078, 1.661, 1.637], [1.594, 3.320, 1.031], [-0.958, 2.203, 2.332], [1.008, -1.617, 2.442], [2.730, 0.173, 1.460], [0.819, -1.683, -1.648], [0.457, 4.625, 1.739], [3.357, 3.686, 1.553], [-3.090, 0.939, 3.758], [-1.876, -1.757, 4.543], [3.410, 3.772, 2.643], [3.698, 4.637, 1.133], [4.073, 2.920, 1.253], [-0.570, 4.484, 1.414], [0.771, 5.622, 1.413], [0.470, 4.621, 2.832], [-1.399, -1.266, 5.395], [-1.261, -2.616, 4.275], [-2.843, -2.139, 4.884], [-2.570, 1.464, 4.563], [-4.057, 0.608, 4.156], [-3.289, 1.645, 2.966], [1.392, 3.326, -0.853], [-3.037, -1.287, 1.678], [1.633, 1.647, -1.527], [2.004, 4.094, -1.345], [0.341, 3.576, -1.044], [-1.863, -1.997, 0.473], [-3.524, -0.450, 1.163], [-3.828, -1.983, 1.988], [-2.867, -2.665, -0.955], [-1.211, -3.513, 1.357], [3.473, 1.370, -1.322], [1.362, 1.744, -3.375], [-0.015, 1.219, -3.760], [2.113, 1.060, -3.788], [1.583, 3.132, -3.959], [0.820, 3.829, -3.610], [1.509, 3.087, -5.050], [2.559, 3.551, -3.714], [-0.150, 0.185, -3.443], [-0.139, 1.260, -4.846], [-0.810, 1.813, -3.306], [3.606, 1.462, -0.240], [4.362, 2.407, -1.992], [3.886, -0.040, -1.716], [4.097, 3.429, -1.725], [4.333, 2.314, -3.078], [5.402, 2.251, -1.685], [3.327, -0.797, -1.167], [4.952, -0.182, -1.516], [3.723, -0.228, -2.778], [-0.745, -3.085, 2.250], [-0.116, -4.211, 0.563], [-2.273, -4.503, 1.812], [-3.068, -4.035, 2.392], [-1.813, -5.267, 2.449], [-2.721, -5.022, 0.964], [0.701, -3.534, 0.316], [-0.493, -4.617, -0.376], [0.286, -5.045, 1.145], [-2.828, -1.718, -2.147], [-4.306, -3.005, -0.593], [-2.343, -3.587, -1.238], [-4.871, -2.103, -0.355], [-4.387, -3.687, 0.252], [-4.796, -3.480, -1.448], [-3.260, -0.746, -1.900], [-3.398, -2.141, -2.979], [-1.807, -1.550, -2.490], [2.220, -4.164, -3.787], [3.045, -4.644, -3.235], [1.528, -4.974, -4.075], [2.656, -3.782, -4.725], [-2.753, 1.864, 1.261], [-1.801, 2.504, 1.552], [-2.014, 3.524, 1.098], [-0.947, 1.418, 0.886]],
  "e_lumo_ev": [-1.98, -1.98],
  "mol_weight_g_mol": 645.5,
  "homo_energy_ev": [-4.1964, -4.2071],
  "total_energy_ev": -81455.045,
  "spin_multiplicity": 1,
  "charge": 0,
  "fmax_ev_per_a": 12.9
}



(6)
{
  "formula": "C4H3FS3",
  "method": "the ωB97M-V functional and the def2-TZVPD basis",
  "elements": ["C", "C", "F", "C", "S", "C", "S", "S", "H", "H", "H"],
  "xyz": [[-1.948, 0.000, 0.853], [-0.878, 0.348, 0.125], [-0.819, 1.618, -0.358], [0.254, -0.536, -0.124], [0.489, -1.918, 0.756], [1.316, -0.093, -1.137], [1.146, -0.221, -2.718], [2.783, 0.571, -0.460], [-2.764, 0.699, 0.926], [-2.033, -0.974, 1.283], [2.453, 0.506, 0.855]],
  "e_lumo_ev": -1.64,
  "smiles": "C=C(F)C(=S)C(=S)S",
  "mol_weight_g_mol": 166.3,
  "homo_energy_ev": -9.0213,
  "total_energy_ev": -39417.790,
  "spin_multiplicity": 1,
  "e_above_lowest_kj_mol": 0.0,
  "charge": 0,
  "fmax_ev_per_a": 1.5
}